Here is a 14-piece molecular cluster, C48H117N7O11 overall in a non-equilibrium geometry from the OMol25 dataset. Energies are from ωB97M-V with the def2-TZVPD basis set.

CARTESIAN COORDINATES (ANGSTROEM)
C (-31.86, 7.22, -3.58)
C (-30.83, 8.10, -4.35)
C (-30.42, 9.29, -3.50)
C (-29.29, 10.14, -4.05)
C (-27.95, 9.45, -3.88)
C (-26.74, 10.06, -4.76)
H (-32.87, 7.61, -3.52)
H (-31.51, 6.89, -2.60)
H (-31.97, 6.28, -4.11)
H (-30.00, 7.48, -4.71)
H (-31.22, 8.41, -5.31)
H (-30.18, 9.05, -2.47)
H (-31.26, 9.99, -3.50)
H (-29.42, 10.50, -5.06)
H (-29.32, 11.05, -3.45)
H (-27.74, 9.38, -2.81)
H (-28.01, 8.43, -4.25)
H (-26.17, 10.90, -4.35)
H (-26.00, 9.27, -4.92)
H (-27.04, 10.21, -5.80)
C (-22.17, 12.94, -6.44)
C (-21.71, 12.09, -5.21)
C (-20.16, 12.31, -5.00)
C (-19.95, 13.36, -3.96)
C (-18.51, 13.45, -3.69)
C (-18.05, 14.58, -2.76)
H (-21.68, 12.49, -7.30)
H (-21.95, 14.00, -6.36)
H (-23.26, 12.93, -6.43)
H (-22.26, 12.38, -4.32)
H (-22.05, 11.07, -5.39)
H (-19.66, 12.58, -5.93)
H (-19.78, 11.29, -4.86)
H (-20.33, 14.33, -4.29)
H (-20.56, 13.23, -3.07)
H (-18.03, 12.49, -3.49)
H (-17.99, 13.68, -4.62)
H (-18.24, 14.25, -1.74)
H (-16.97, 14.72, -2.80)
H (-18.49, 15.54, -3.03)
C (-22.39, 10.49, -13.29)
C (-23.60, 10.01, -12.52)
C (-23.48, 10.16, -11.02)
C (-24.68, 9.53, -10.26)
C (-24.84, 10.22, -8.86)
C (-23.73, 9.94, -7.88)
H (-21.52, 9.86, -13.13)
H (-22.25, 11.57, -13.20)
H (-22.64, 10.55, -14.35)
H (-24.41, 10.72, -12.70)
H (-24.04, 9.10, -12.93)
H (-23.35, 11.23, -10.85)
H (-22.59, 9.56, -10.80)
H (-25.64, 9.64, -10.77)
H (-24.58, 8.46, -10.11)
H (-25.09, 11.28, -8.97)
H (-25.73, 9.86, -8.34)
H (-23.97, 9.04, -7.32)
H (-22.73, 9.82, -8.30)
H (-23.76, 10.72, -7.11)
C (-23.71, 5.93, -7.67)
C (-25.11, 5.56, -7.30)
C (-26.04, 6.78, -7.22)
C (-27.48, 6.50, -6.81)
C (-28.41, 5.80, -7.85)
C (-29.79, 5.54, -7.32)
H (-23.09, 6.39, -6.90)
H (-23.77, 6.69, -8.45)
H (-23.10, 5.09, -8.00)
H (-25.47, 4.74, -7.93)
H (-25.08, 5.21, -6.27)
H (-26.06, 7.34, -8.15)
H (-25.55, 7.41, -6.47)
H (-27.67, 6.11, -5.81)
H (-27.86, 7.52, -6.78)
H (-28.43, 6.39, -8.76)
H (-28.14, 4.83, -8.26)
H (-30.31, 4.74, -7.86)
H (-29.79, 5.17, -6.29)
H (-30.44, 6.40, -7.19)
C (-21.54, 6.51, -13.85)
C (-21.06, 5.92, -12.49)
C (-21.14, 6.98, -11.40)
C (-20.56, 6.53, -10.11)
C (-20.71, 7.64, -9.04)
C (-19.46, 7.81, -8.17)
H (-20.97, 7.41, -14.06)
H (-22.61, 6.72, -13.81)
H (-21.49, 5.83, -14.70)
H (-21.56, 5.03, -12.10)
H (-20.01, 5.66, -12.65)
H (-22.20, 7.12, -11.18)
H (-20.70, 7.92, -11.74)
H (-20.99, 5.64, -9.64)
H (-19.52, 6.23, -10.18)
H (-20.95, 8.60, -9.49)
H (-21.57, 7.36, -8.42)
H (-18.59, 7.92, -8.81)
H (-19.59, 8.70, -7.55)
H (-19.34, 6.97, -7.48)
C (-26.48, 13.25, -11.59)
C (-27.66, 12.71, -12.43)
O (-27.58, 11.26, -12.44)
O (-25.29, 13.29, -12.36)
H (-26.17, 12.73, -10.68)
H (-26.71, 14.28, -11.32)
H (-27.51, 13.02, -13.46)
H (-28.57, 13.15, -12.05)
H (-28.34, 10.85, -12.85)
H (-25.06, 12.37, -12.53)
C (-22.60, 8.19, -16.82)
C (-22.23, 8.54, -18.27)
O (-22.10, 9.90, -18.58)
O (-23.96, 8.48, -16.45)
H (-21.90, 8.57, -16.08)
H (-22.47, 7.11, -16.77)
H (-22.96, 8.01, -18.89)
H (-21.29, 8.07, -18.54)
H (-21.50, 10.33, -17.97)
H (-24.49, 7.70, -16.62)
O (-28.55, 7.31, -16.14)
C (-27.66, 7.35, -15.30)
N (-27.14, 6.21, -14.96)
C (-27.18, 8.56, -14.55)
H (-27.51, 5.34, -15.31)
H (-26.36, 6.13, -14.33)
H (-26.73, 9.34, -15.18)
H (-26.34, 8.33, -13.90)
H (-27.92, 9.06, -13.93)
O (-26.28, 12.64, -17.86)
C (-25.68, 11.77, -17.30)
N (-25.12, 10.75, -17.92)
C (-25.47, 11.90, -15.82)
H (-24.89, 10.88, -18.89)
H (-24.72, 9.92, -17.52)
H (-24.70, 11.26, -15.38)
H (-26.40, 11.52, -15.40)
H (-25.28, 12.92, -15.49)
O (-20.63, 11.22, -16.40)
C (-21.06, 12.31, -16.11)
N (-20.31, 13.17, -15.39)
C (-22.46, 12.76, -16.50)
H (-19.39, 12.93, -15.07)
H (-20.75, 14.07, -15.24)
H (-22.81, 12.09, -17.30)
H (-22.24, 13.72, -16.96)
H (-23.15, 12.91, -15.68)
O (-19.08, 8.01, -16.93)
C (-18.32, 8.46, -16.10)
N (-18.69, 9.20, -15.04)
C (-16.81, 8.12, -16.11)
H (-18.01, 9.49, -14.35)
H (-19.67, 9.45, -14.94)
H (-16.40, 7.85, -15.14)
H (-16.29, 9.00, -16.50)
H (-16.76, 7.28, -16.80)
O (-29.66, 7.84, -10.63)
C (-28.90, 7.30, -11.38)
N (-27.63, 7.59, -11.31)
C (-29.30, 6.19, -12.30)
H (-27.44, 8.31, -10.63)
H (-27.01, 6.93, -11.76)
H (-28.47, 5.66, -12.76)
H (-29.85, 6.68, -13.10)
H (-30.07, 5.56, -11.85)
O (-25.64, 6.00, -12.59)
C (-24.87, 5.07, -12.27)
N (-24.30, 4.30, -13.19)
C (-24.58, 4.73, -10.85)
H (-23.54, 3.69, -12.91)
H (-24.47, 4.47, -14.17)
H (-23.62, 4.26, -10.63)
H (-25.38, 4.07, -10.52)
H (-24.62, 5.70, -10.35)
O (-20.10, 13.11, -9.90)
C (-19.50, 12.11, -10.29)
N (-19.11, 11.98, -11.53)
C (-19.28, 10.95, -9.32)
H (-18.73, 11.14, -11.95)
H (-19.37, 12.67, -12.22)
H (-20.15, 10.79, -8.69)
H (-18.36, 11.10, -8.75)
H (-19.29, 10.07, -9.95)

Its total energy is -84628.189 eV. The charge is 0. The molecular weight comes out at 968.5 g mol⁻¹. For the orbital gap, the calculation gives 0.3261 Ha. The calculation puts the HOMO energy at -9.08 eV. The calculation puts the LUMO energy at -0.2 eV. The multiplicity is 1.

Atomic partial charges in e from the Mulliken method, atoms 1 to 6: -1.441 0.428 -0.731 -0.627 -0.233 -1.170